[1]
Here is a structure of composition C62H56N6O3P2RhTe from the Open Molecules 2025 dataset. Energies are from ωB97M-V with the def2-TZVPD basis set.

Positions of all 131 atoms, in Å:
Te -2.5786 3.5939 -4.3779
Rh 0.7711 1.1143 -1.3346
P 2.2162 0.7135 0.6305
P -0.2246 2.0840 0.8663
O 1.7407 2.8901 -1.8990
O 0.2430 -1.0533 3.2391
O 0.1747 -0.9182 0.6507
N 1.1774 4.0392 -2.0582
N -0.7385 6.6177 -2.9164
N 1.4170 1.9750 1.5522
N -0.4074 1.8604 -3.1135
N -0.3225 -0.8346 -2.1770
N 2.7056 0.1457 -2.5151
C -3.0231 -5.6254 0.6805
C -3.2541 0.4737 3.8986
C -2.1555 -4.3924 0.6851
C -2.8656 -2.3022 -3.5074
C -0.5676 -2.0722 0.6862
C -0.0860 -3.2722 5.5762
C 1.5468 -2.7175 3.0641
C -3.4773 0.3551 2.5340
C -0.3944 5.5251 -2.8179
C 5.6934 1.6173 -3.2600
C -1.6400 -2.6861 -2.9762
C -1.0010 -3.8190 -3.4663
C -2.1511 -2.7659 4.4780
C 2.2938 -1.9876 0.3810
C 1.5326 -0.9619 1.1748
C 3.8591 0.5802 1.4256
C -1.3171 1.3269 2.1015
C -2.0513 0.9923 4.3645
C 6.0931 -0.3336 1.3444
C -5.1777 0.9888 -1.9832
C 3.5753 0.4082 -3.2192
C -1.8827 5.7895 0.3987
C -2.7956 -4.1603 -5.0336
C -0.7695 3.0690 -3.2725
C 4.1049 1.0480 2.7164
C -1.0056 -1.8813 -1.8690
C 5.3458 -0.4662 -4.6553
C -1.5760 6.4491 1.5760
C -1.0837 1.4162 3.4693
C -4.2175 3.5934 -1.8153
C -3.8734 2.7936 -2.9008
C 2.2203 3.2372 1.3647
C -5.0132 3.0780 -0.7990
C 2.1381 -3.6795 2.1109
C 4.8672 -0.0953 0.7371
C -1.0304 0.7652 -3.8595
C -0.6957 -2.8413 1.8501
C -0.8569 5.7913 2.5699
C -1.4464 4.4826 0.2071
C 4.1164 1.6686 -5.2309
C -2.0482 -3.5936 -0.4380
C 2.5100 -3.2717 0.8445
C -2.1569 -3.4268 6.7919
C -1.2104 -2.4726 -0.5029
C 5.3315 0.8088 3.3190
C -5.4848 1.7742 -0.8776
C -1.5752 -4.5511 -4.4957
C 4.6913 0.8053 -4.0961
C 0.0382 4.1547 -2.6940
C -0.2196 -0.4859 -3.6097
C -1.4283 -4.0217 1.8009
C -0.7039 3.8254 1.1805
C -3.4437 -3.0377 -4.5337
C -2.5078 0.7797 1.6349
C 6.3221 0.1109 2.6379
C -0.0125 -2.4771 3.1653
C -0.4341 4.4873 2.3809
C 1.5466 -1.2266 2.6910
C -4.3719 1.4958 -2.9941
C -2.8429 -3.0342 5.6496
C -0.7613 -2.8971 4.4190
C -0.7764 -3.5400 6.7516
H 4.6285 -1.0566 -5.2266
H -2.5640 -6.4244 0.0938
H -5.5706 -0.0187 -2.0619
H 6.8712 -0.8626 0.8074
H 6.1658 -0.1824 -5.3168
H -1.8633 1.0579 5.4298
H -4.1605 0.8944 -3.8699
H 6.5113 1.9438 -3.9040
H -5.2579 3.6948 0.0572
H 6.1080 1.0159 -2.4493
H -1.0452 0.9963 -4.9243
H -3.2411 -4.7308 -5.8399
H -1.0726 -5.4316 -4.8778
H -0.2278 -3.8326 7.6388
H -1.9020 7.4714 1.7267
H -4.0109 0.1487 4.6020
H -6.1016 1.3755 -0.0808
H -3.3733 -1.4290 -3.1059
H 4.9380 2.0284 -5.8516
H -2.6732 0.6892 0.5641
H 2.5020 -1.7347 -0.6552
H 3.3363 1.5981 3.2471
H -2.4384 6.2950 -0.3835
H -2.0575 0.6131 -3.5366
H -4.3983 -2.7339 -4.9476
H -2.6977 -3.6383 7.7062
H 3.5794 2.5304 -4.8312
H -2.6136 -3.8850 -1.3109
H 3.4363 1.0902 -5.8578
H -2.6947 -2.4389 3.6001
H 0.0937 3.9859 3.1811
H 5.5149 1.1658 4.3248
H 2.9784 -3.9901 0.1783
H -3.9224 -2.9321 5.6703
H 5.7472 -1.0868 -3.8526
H -3.1792 -5.9990 1.6919
H 2.2845 -0.6075 3.1869
H -1.4696 -4.6433 2.6875
H -0.6268 6.2971 3.4998
H 1.9393 3.7952 0.4725
H -0.5416 -1.2767 -4.2758
H -0.1313 1.7820 3.8354
H 5.2149 2.4988 -2.8303
H 1.9499 -2.8614 4.0629
H 7.2751 -0.0804 3.1159
H 2.3031 -4.7034 2.4287
H 4.6890 -0.4314 -0.2786
H 3.2756 2.9943 1.2761
H -4.4079 -0.0664 2.1688
H 0.8185 -0.2605 -3.8261
H -3.8762 4.6204 -1.7675
H 0.9917 -3.3699 5.5817
H 2.1034 3.8868 2.2260
H -1.7016 3.9527 -0.7005
H -0.0506 -4.1232 -3.0397
H -3.9989 -5.4139 0.2406

Values from the calculation:
**Energy**: -4011.3503 a.u.
**Orbital gap (alpha / beta)**: 0.27294 / 0.25372 hartree
**HOMO energy (alpha / beta)**: -9.779 / -10.373 eV
**⟨S²⟩**: 6.0576
**Net charge**: +1
**LUMO energy (alpha / beta)**: -0.08642 / -0.12747 Ha
**Multiplicity**: 5
**Energy relative to the best compared isomer or geometry (same formula, charge and spin)**: 8.9 kcal/mol



[2]
Here is a structure of composition C62H62N4O6PbS3Sb from the Open Molecules 2025 dataset. Energies are from ωB97M-V with the def2-TZVPD basis set.

Positions of all 139 atoms, in Å:
Pb 0.6439 0.1481 -0.7318
Sb -0.9107 -2.3305 1.9565
S 1.1004 3.7297 0.3329
S 3.7197 -5.0767 -2.2613
S 0.6619 -2.3619 0.2371
O 0.4265 2.9368 -0.7245
O 2.3593 -5.5374 -2.1738
O 1.6695 -0.7488 -5.1183
O 4.6664 -5.9128 -2.9560
O 0.8546 -0.3834 -3.0688
O 0.5893 0.4177 2.3730
N 3.8512 -3.5787 -2.9448
N -1.6536 0.9037 2.5650
N -2.2422 -1.3837 -0.7491
N -1.9269 0.0480 1.5516
C -2.2697 -1.9980 -1.9182
C 0.4777 -1.3339 4.4942
C 3.4306 -4.5261 0.4036
C -3.1160 -1.6181 -2.9497
C -1.2308 5.1928 -1.7004
C -1.1705 2.6802 4.6349
C 3.1525 4.1973 -1.5191
C 3.9162 -4.2809 1.6775
C -0.5071 -0.3221 6.4379
C 1.0454 -6.6943 3.4656
C -5.3454 -4.3475 1.0329
C 3.8910 5.7848 -3.1857
C 0.6176 -0.7305 5.7344
C -4.1564 -5.0271 0.8203
C 5.6941 -4.7610 -0.4083
C -0.7878 -1.5349 3.9580
C -0.7961 5.4755 -0.4091
C 4.3253 -4.7662 -0.6238
C -1.9110 -1.1478 4.6705
C 5.5011 0.1087 0.2340
C 3.5642 4.8904 -4.1951
C 3.6762 5.4437 -1.8584
C -4.1060 -2.4783 1.9094
C 5.8074 -4.0586 3.3169
C -3.5175 5.2191 -0.9595
C 5.7676 -1.0202 1.2362
C 0.8446 -6.4280 2.1184
C -2.9102 -3.1471 1.6843
C -3.0907 5.4880 0.3334
C 4.0553 0.1782 -0.0231
C 0.4061 3.7655 6.0943
C -3.9791 0.0600 -1.4826
C 1.1608 2.1069 4.5287
C -0.1076 -4.2614 2.6618
C -3.0595 -0.3557 -0.5190
C 2.8993 -2.5574 -2.4781
C 0.1030 -4.5447 4.0084
C 3.0389 3.6477 -3.8688
C 6.0063 1.4458 0.7927
C 6.2094 -0.1923 -1.0949
C -3.6526 1.6594 0.9327
C 2.8946 3.8236 -0.1002
C -3.9994 -0.5803 -2.7101
C -1.7379 5.6054 0.6083
C 0.6763 -5.7476 4.4073
C 1.4360 3.0238 5.5295
C -1.7707 -0.5420 5.9116
C -2.8604 0.3998 0.7255
C 3.0882 -1.2592 -3.2721
C 2.8463 3.2980 -2.5416
C 2.8687 0.2085 -0.2778
C -2.5836 5.0678 -1.9747
C 0.6625 5.4977 -0.0992
C -0.1413 1.9332 4.0699
C -5.3158 -3.0757 1.5855
C 5.2853 -4.2880 1.9248
C 1.7675 -0.7575 -3.8900
C -0.8964 3.5856 5.6492
C -0.3812 0.9989 2.9212
C 6.1679 -4.5299 0.8719
C 0.2820 -5.2227 1.7267
C -2.9479 -4.4260 1.1409
H 3.7256 5.1606 -5.2310
H 2.4598 2.3197 -2.2967
H 1.2693 5.7910 -0.9528
H 1.1479 -7.1475 1.3673
H -4.5746 5.1250 -1.1751
H 6.3534 -4.9472 -1.2456
H 0.6189 4.4777 6.8824
H 3.8303 -3.6817 -3.9564
H -6.2421 -2.5377 1.7465
H 1.4999 -7.6266 3.7776
H 7.2917 -0.2414 -0.9487
H 5.9887 0.5879 -1.8252
H -0.3995 0.1846 7.3888
H 5.7506 -4.9842 3.8941
H 1.9387 1.4974 4.0855
H -4.7222 1.4354 0.9198
H 4.3085 6.7538 -3.4304
H 5.2158 -3.3032 3.8339
H -3.0843 -2.1197 -3.9064
H -2.9077 4.8400 -2.9821
H 5.8977 2.2348 0.0459
H 0.8925 6.0917 0.7857
H 6.8333 -1.0813 1.4746
H 6.8469 -3.7323 3.2967
H 1.3519 -1.6302 3.9257
H 2.7748 2.9402 -4.6447
H -2.1742 2.5369 4.2612
H 7.2349 -4.5221 1.0602
H -3.3860 2.0814 1.8959
H 3.0992 -2.3838 -1.4171
H -4.1610 -6.0240 0.3973
H 3.9347 6.1471 -1.0738
H 1.6053 -0.5439 6.1375
H 0.1801 -5.0109 0.6687
H -4.6703 0.8653 -1.2792
H -0.1613 -3.8157 4.7645
H -1.5705 -2.8211 -2.0291
H 7.0627 1.3656 1.0602
H 3.2234 -4.0772 2.4860
H 3.2319 2.8076 0.1038
H 5.4450 -1.9727 0.8172
H 5.8638 -1.1433 -1.5035
H 1.8685 -2.9188 -2.5578
H -2.9014 -1.3092 4.2623
H 3.7973 -1.4158 -4.0854
H 5.4417 1.7293 1.6828
H 3.3219 4.5275 0.6176
H -3.8136 5.5982 1.1324
H -3.4271 2.3875 0.1513
H -2.6479 -0.2102 6.4532
H 2.4542 3.1730 5.8691
H 3.4744 -0.4794 -2.6173
H -6.2888 -4.8118 0.7746
H -4.6964 -0.2606 -3.4742
H 0.8424 -5.9378 5.4613
H 2.3714 -4.5146 0.1898
H -1.6981 4.1628 6.0946
H -4.1127 -1.4810 2.3302
H -0.5002 5.0513 -2.4869
H -2.0268 -4.9627 0.9703
H -1.4008 5.7833 1.6236
H 5.2116 -0.8488 2.1595

Values from the calculation:
**Energy**: -4697.9175 a.u.
**Orbital gap**: 0.26813 hartree
**HOMO energy**: -5.243 eV
**Net charge**: -1
**LUMO energy**: 0.07546 Ha



[3]
Here is a structure of composition C62H83AlN6O2PTe from the Open Molecules 2025 dataset. Energies are from ωB97M-V with the def2-TZVPD basis set.

Positions of all 156 atoms, in Å:
Te -0.0367 2.8386 -1.9280
P 3.7564 0.4246 -1.4626
Al 0.9504 -1.0456 -0.3590
O 2.6254 -0.4848 -1.0510
O -0.6467 2.2294 1.3121
N -0.1322 -0.9239 2.4977
N -0.4012 -2.4882 0.0277
N 0.4734 0.6102 0.1002
N 3.6626 2.0068 -1.0178
N 3.9501 0.2729 -3.1021
N 5.1270 -0.1242 -0.7134
C -3.8768 -0.9348 -0.3932
C 2.0589 -3.5712 -2.6387
C -1.8779 -6.7289 2.9294
C 5.1491 0.8038 -3.7321
C -2.7580 1.3395 4.6036
C -0.7760 -4.4363 5.6805
C -2.5314 1.3755 -3.0114
C 0.9795 -4.4812 -2.0463
C -2.4640 -2.8616 -1.1916
C 3.5119 3.0947 -1.9737
C 3.7954 -0.8169 2.5542
C -1.0721 -3.0943 -1.0817
C -0.4765 -3.2667 4.9466
C -0.0553 8.9391 -4.0835
C -3.0651 3.2221 -1.5314
C 0.8790 5.6638 -0.4433
C -0.6086 6.4941 -4.3766
C -1.1353 -0.0417 1.8177
C -0.5014 0.1852 4.7309
C -4.8500 1.9426 -2.5745
C 3.2237 2.3270 0.3424
C 0.3639 5.8971 -1.8429
C -0.4676 -2.3551 2.4705
C -0.6243 5.1752 -3.9337
C -0.1205 4.8640 -2.6594
C -2.4554 -3.7941 -3.4166
C -3.3081 -2.3099 -0.0512
C 1.4390 -5.0103 -0.6860
C -1.6348 -5.4451 0.8650
C -1.5802 0.4697 -3.7531
C -0.1038 7.5188 -3.5896
C 1.7287 -0.5096 4.0177
C -3.1204 -3.1832 -2.3702
C 3.1280 -2.5399 4.2705
C -2.4292 -0.6200 6.1273
C -1.2454 -5.5871 5.0997
C 5.4787 -1.5268 -0.8651
C 2.7835 0.1846 -3.9713
C 0.3512 -0.4102 3.7884
C -0.6804 -3.0060 1.2537
C -2.0144 0.0075 4.7874
C 2.6225 -1.4904 3.2691
C 1.4689 0.9939 5.8837
C -0.4167 -3.8439 -2.0902
C 0.3641 7.2024 -2.3236
C -1.1579 -4.3648 1.5779
C -1.9873 -6.6166 1.5629
C -2.6729 4.3362 -0.6027
C -1.1022 -4.4765 2.9831
C -1.1932 4.1179 -4.8383
C -4.4349 -3.2856 0.3158
C 2.2729 0.2223 5.0652
C -3.8947 1.1623 -3.2012
C -6.3212 1.6904 -2.7644
C 6.2295 0.7233 -0.2969
C -1.4199 -5.6310 3.6929
C -0.3834 1.0548 1.0113
C -2.1117 2.4273 -2.1911
C 0.0950 0.9209 5.7503
C -4.4142 2.9630 -1.7372
C -1.1367 -4.1614 -3.2444
C -0.6592 -3.2609 3.5769
H -4.2069 0.3505 -3.8509
H 2.1830 2.6574 0.3475
H 3.8616 3.1104 0.7633
H -2.2336 5.1661 -1.1584
H -3.8138 1.1482 4.4067
H -1.9349 3.9797 0.1174
H 2.3897 -5.5325 -0.8120
H -0.9977 6.7258 -5.3624
H 4.6006 -2.0940 -1.1687
H -4.1749 -2.9575 -2.4703
H 2.5824 3.6372 -1.7952
H 3.4482 -0.2849 1.6674
H 2.4705 1.1615 -4.3568
H -2.6945 -2.2167 0.8426
H -0.6462 -4.7311 -4.0258
H -2.3607 -7.4584 0.9930
H 2.2926 -2.9879 4.8066
H -2.9745 -4.0209 -4.3388
H 0.7349 7.9972 -1.6833
H 5.5416 0.0786 -4.4495
H -1.9525 -0.5572 -3.7482
H 0.9559 9.3406 -4.0023
H -1.9825 -1.6037 6.2542
H 3.3397 0.1926 5.2444
H 1.9559 -0.2447 -3.4102
H -5.0263 -2.8721 1.1348
H -0.7091 9.5798 -3.4887
H -1.4888 0.7913 -4.7940
H 7.1033 0.5980 -0.9476
H -3.0780 -0.2254 -0.6146
H -0.1004 -2.4020 5.4752
H 0.4863 4.7383 -0.0222
H -3.5140 -0.7339 6.1483
H 1.9149 1.6045 6.6577
H -2.1354 -7.6579 3.4232
H 4.3433 3.8012 -1.8820
H -1.8086 0.4328 2.5073
H -4.5247 -0.9829 -1.2682
H 3.4854 2.7194 -2.9925
H 5.9206 1.7649 -0.3121
H 3.8092 -2.0941 4.9963
H 0.5881 6.4903 0.2060
H -5.1018 -3.4706 -0.5267
H -0.3686 9.0079 -5.1243
H 4.3120 -0.1129 3.2075
H 3.6568 -3.3358 3.7443
H -1.4654 -6.4631 5.6969
H 5.8428 -1.9218 0.0862
H -1.7413 -5.4200 -0.2107
H -6.4947 0.9404 -3.5354
H -2.3268 -0.7058 4.0240
H 1.7856 -3.2315 -3.6400
H -1.3757 4.5093 -5.8394
H -2.3500 1.9365 3.7863
H 5.9122 0.9946 -2.9785
H -2.6911 1.9373 5.5138
H 1.9714 5.6058 -0.4379
H -6.7719 1.3363 -1.8348
H 3.2869 1.4365 0.9635
H -0.5900 0.4762 -3.3032
H 6.2650 -1.6638 -1.6161
H 0.6591 -0.8334 1.8172
H -2.1329 0.0074 6.9677
H 2.0416 -2.0330 2.5170
H -1.6889 -0.6330 1.0966
H -2.1372 3.7462 -4.4388
H 1.5885 -4.2026 0.0304
H -0.6212 -4.4205 6.7529
H -3.5446 4.7069 -0.0627
H -0.5323 1.4524 6.4533
H 3.0122 -4.1025 -2.6982
H -4.4652 -0.5411 0.4386
H 2.1812 -2.6974 -2.0039
H -0.5098 3.2691 -4.9027
H 3.0117 -0.4647 -4.8194
H -5.1490 3.5806 -1.2310
H 0.7179 -5.7128 -0.2720
H 0.9084 -5.3513 -2.7062
H 4.9569 1.7394 -4.2669
H 6.5292 0.4601 0.7216
H 4.5096 -1.5768 2.2319
H -4.0202 -4.2395 0.6413
H -6.8331 2.6098 -3.0513

Values from the calculation:
**Energy**: -3743.2243 a.u.
**Orbital gap (alpha / beta)**: 0.16178 / 0.23541 hartree
**HOMO energy (alpha / beta)**: -4.599 / -6.596 eV
**⟨S²⟩**: 0.7570
**Net charge**: 0
**LUMO energy (alpha / beta)**: -0.00722 / -0.00699 Ha
**Multiplicity**: 2